The following is a DFT calculation (wB97M-V/def2-TZVPD) of a 7-piece molecular cluster, C18H26ClO22 overall.

```
67
Properties=species:S:1:pos:R:3:forces:R:3:lowdin_charge:R:1
H -17.53964 -5.70022 3.95912 0.619 0.441 0.278 0.0862
Cl -18.03062 -6.70546 1.09971 -3.105 0.295 -0.776 0.6145
H -19.94130 -3.93925 -0.47269 0.641 -1.208 -0.318 0.1308
C -17.25784 -2.24326 3.31626 -0.619 -1.562 -1.902 -0.0967
O -19.11620 -6.74702 0.11471 1.098 0.776 0.190 -0.3561
C -20.23877 -2.90316 -2.25484 -0.276 2.513 -0.414 -0.1847
C -14.10218 -9.71787 3.17812 -0.767 2.935 -0.492 -0.1482
C -18.01636 -11.09066 -3.66136 -0.181 -2.785 -3.203 -0.5950
O -21.66773 -8.49383 0.94657 2.219 0.458 0.590 0.0358
H -18.49778 -1.62582 1.71928 0.138 1.719 -0.005 0.1271
H -21.08787 -2.39667 -2.71374 -0.115 -0.038 -0.221 0.1373
C -17.68392 -6.14707 4.94279 -1.734 1.571 -0.437 -0.0838
O -17.75439 -11.95620 -4.54020 -0.993 3.615 2.491 0.0758
H -13.26744 -9.16530 2.74686 -0.253 0.043 -0.443 0.1263
O -13.79202 -11.05226 3.15227 -1.196 -1.976 0.426 0.0513
O -23.75675 -9.07191 0.48962 0.289 -0.216 -0.224 0.1047
H -17.13467 -9.54034 -1.40600 0.596 -0.843 0.112 0.1301
H -19.81122 -5.69160 4.34606 0.399 0.525 0.230 0.1242
C -17.44168 -1.85761 1.85727 -2.000 -1.732 0.954 -0.1786
C -15.49715 -9.61008 2.40991 2.504 2.046 0.304 -0.1261
O -15.88779 -10.89815 2.45508 -1.999 -3.282 0.174 0.0766
O -18.63670 -9.94689 -3.71571 -1.808 2.349 -5.710 0.0966
H -18.02507 -1.71636 3.88358 1.301 0.947 0.982 0.1306
C -15.37883 -1.24607 2.47101 1.078 0.684 -0.077 -0.5237
O -19.37392 -5.86623 -3.80589 -1.277 4.365 2.628 0.0844
H -21.26017 -7.09059 2.45645 0.634 -0.166 -0.961 0.0765
C -18.03252 -10.11487 -1.63376 0.013 1.025 1.495 -0.1058
H -16.25586 -9.01132 2.91384 0.300 0.335 -0.274 0.1217
H -16.95647 -6.95459 5.02536 -0.661 -0.376 0.443 0.1314
O -15.82078 -2.08442 3.43219 -0.374 0.050 1.202 0.0827
C -19.22508 -6.31139 5.02458 0.745 -1.524 0.316 -0.0798
H -17.58410 -3.27952 3.40473 0.814 -0.268 0.322 0.1111
O -18.49453 -4.83808 8.01052 -0.088 0.900 0.860 0.1541
O -17.63777 -5.36216 1.42271 -0.393 0.968 0.258 -0.3632
O -18.54405 -7.38233 2.24488 -0.308 -0.251 1.948 -0.3642
H -22.24731 -11.40644 -1.93948 0.225 -0.297 0.215 0.0943
C -19.80134 -4.92087 -3.07481 2.341 -4.218 -4.872 -0.5167
H -19.49015 -7.32902 4.73779 -0.303 -0.087 0.717 0.1181
O -16.90926 -7.38717 0.64800 2.608 -1.589 -1.491 -0.3285
O -21.98988 -10.13508 -0.44643 1.206 1.246 1.087 -0.0064
O -19.51072 -3.59200 -3.20670 1.346 -1.491 -1.376 0.0844
H -23.71462 -10.69461 -1.44316 -0.210 0.086 0.487 0.0945
H -22.82727 -7.68391 2.51298 -0.326 -0.655 -0.305 0.0921
C -22.55749 -9.20847 0.34935 -2.422 -0.653 -0.326 -0.6137
O -17.53601 -5.21452 6.03655 2.185 0.699 -0.935 0.0534
C -22.05621 -7.42056 1.78896 -1.175 0.384 0.811 -0.0314
H -15.33397 -9.33583 1.36766 -0.312 0.403 0.101 0.1245
H -17.46477 -2.71129 1.17993 1.554 -0.199 -0.218 0.1142
H -22.97251 -11.96478 -0.40184 -0.007 0.149 0.116 0.0998
H -18.54216 -10.34579 -0.69832 0.133 -0.308 -0.164 0.1427
C -22.78672 -11.10262 -1.04236 -0.741 -0.443 -1.419 -0.0714
H -21.57966 -3.84196 -0.88084 -0.157 0.193 -0.186 0.1406
O -16.45211 -0.90039 1.71782 0.618 1.207 -1.820 0.0702
H -18.41987 -8.23299 -2.56354 0.087 -0.096 -0.576 0.1276
C -20.59826 -3.95124 -1.34238 -2.653 -0.791 3.181 -0.1461
H -19.63457 -2.14492 -1.75673 0.178 0.029 -0.232 0.1392
O -19.50309 -5.98342 6.42361 -2.289 -1.518 -1.856 0.0815
H -19.84662 -9.10937 -2.19612 -0.395 -0.500 -0.709 0.1316
O -14.24572 -0.83435 2.30657 -2.477 -0.987 0.542 0.1401
C -18.53466 -5.26634 6.90767 1.157 -0.638 0.217 -0.6673
O -17.84192 -11.25705 -2.42093 2.739 -3.371 4.750 0.1039
O -20.68507 -5.12802 -2.14939 0.030 0.467 1.859 0.1134
H -14.22732 -9.26386 4.16113 0.026 -0.606 0.526 0.1169
H -22.50181 -6.61052 1.21156 0.415 0.066 -0.158 0.1008
O -15.03839 -12.95794 2.84810 -0.099 2.071 0.468 0.1397
C -14.96953 -11.74919 2.87041 1.737 -1.960 -0.817 -0.5121
C -18.82325 -9.24545 -2.54582 -0.263 1.075 1.635 -0.1337
```
Positions in Å, forces in eV/Å.

The gap between HOMO and LUMO is 0.3556 Eh. The energy relative to the best compared isomer or geometry (same formula, charge and spin) comes out at 0.0 kJ/mol. The charge is -1. The value obtained for the total energy is -76647.589 eV.